(1)
The following is a DFT calculation (ωB97M-V/def2-TZVPD) of a molecular structure, C52H57I2N3OP2TeZr.

Each line ends with the Löwdin charge.
Atoms and positions in Å:
Zr -0.12108 0.73053 -0.38257  1.0853
I 2.11551 6.23142 -5.85005  0.7494
C 1.81907 4.67382 -4.43057  -0.7434
C 2.74398 3.65712 -4.26518  -0.2612
C 2.60747 2.73298 -3.18723  -0.5729
I 4.05883 1.25465 -3.07126  0.8590
C 1.24571 2.79758 -2.28582  -0.3583
O 1.32350 1.88385 -1.31168  -0.3845
C 0.50841 3.84803 -2.47000  -0.2145
C -0.96438 3.57939 -2.18628  -0.1377
N -1.09505 3.14583 -0.73678  -0.2144
C -0.92182 4.01736 0.40216  -0.2349
C -1.80447 4.97029 0.96651  -0.3009
C -3.14277 4.72922 0.70022  -0.0060
C -4.29329 5.86872 0.60829  0.0394
C -3.64746 7.23800 0.78820  -0.0873
C -2.31218 7.27110 1.23964  -0.2612
N -1.56663 6.30127 1.21450  0.0915
C 0.72157 4.78674 -3.60971  -0.1162
H 3.57750 3.64759 -4.87586  0.0376
H -1.67545 3.07347 -2.88008  0.1365
H -1.30335 4.69816 -2.37263  0.1212
H -2.08708 2.85142 -0.64002  -0.0227
H 0.50096 4.28157 0.12924  0.2333
H -1.07627 3.10377 1.16547  0.0352
H -3.54982 3.63910 0.11953  0.1287
H -5.22936 5.23982 0.45833  0.0956
H -4.44174 7.67891 1.26495  0.0332
H -2.17998 8.32565 1.57330  0.1079
H -0.21856 5.44486 -3.95297  0.1329
C 0.49376 -3.89905 5.44122  -0.1606
C 0.68575 -3.95252 3.84727  -0.6176
C 2.16807 -4.13243 3.56143  -0.1119
P -0.22078 -2.59246 2.92895  1.1085
C -1.99389 -2.79946 3.65389  -0.5844
C -3.10672 -2.98763 2.71915  -0.1694
C -2.29602 -1.72516 4.66045  -0.1691
C -0.27538 -3.25547 1.28743  -0.3327
C -0.84922 -4.42815 0.85315  -0.1245
C -1.09467 -4.74478 -0.55788  -0.1224
C -0.45412 -4.01450 -1.46015  -0.1238
C 0.21868 -2.84887 -1.10515  -0.0513
C 0.33259 -2.38134 0.15906  -0.3137
N 0.94434 -1.12904 0.31814  -0.1503
C 2.23304 -1.23780 0.80599  -0.3142
C 3.11725 -2.31413 0.63564  -0.0864
C 4.52500 -2.32051 0.74939  -0.0473
C 5.18987 -0.96628 1.20224  -0.0599
C 4.27313 0.01496 1.43669  -0.2165
C 3.00151 -0.11966 1.35589  -0.2904
P 1.69741 1.15273 1.91481  1.0163
C 2.48540 2.83776 2.24156  -0.5606
C 3.28043 3.56126 1.13081  -0.0743
C 3.33485 2.99597 3.51271  -0.1588
C 1.16113 0.47926 3.52377  -0.7037
C 2.06579 -0.03537 4.45361  -0.1839
C 0.03282 1.37482 3.93110  -0.2355
H 1.09373 -4.89236 5.86441  0.0979
H 0.82640 -2.71801 5.91333  0.1324
H -0.61682 -4.19126 5.68293  0.0590
H 0.19546 -4.94466 3.62018  0.1011
H 2.89611 -2.87835 3.94359  0.1780
H 2.52891 -4.99643 4.11864  0.0530
H 2.30673 -4.05472 2.58701  -0.0406
H -1.98078 -3.74163 4.13694  0.0552
H -3.98506 -3.55808 3.29945  0.1261
H -3.54539 -2.22964 2.33983  -0.0526
H -3.10324 -3.57069 1.75105  0.0774
H -2.52325 -0.56121 3.99711  0.1126
H -3.26249 -1.95666 5.32180  0.0965
H -1.64193 -1.18207 5.35112  0.0268
H -1.59576 -5.10472 1.76307  0.1758
H -1.77243 -5.83596 -0.69133  0.1691
H -0.63206 -4.40777 -2.40709  0.0862
H 0.60535 -2.19753 -2.00102  0.1540
H 3.01681 -3.25770 -0.07823  0.1419
H 4.99365 -3.20866 0.36991  0.0651
H 6.24579 -1.22436 1.47817  0.0881
H 4.89220 0.78656 1.75969  0.0752
H 1.49251 3.34239 2.62795  0.1139
H 4.19597 3.44630 1.18573  -0.0248
H 2.41466 3.14776 0.38272  0.1109
H 3.33436 4.52164 1.45733  0.0416
H 3.95153 3.81962 3.39217  -0.0126
H 2.74768 2.79928 4.60110  0.0977
H 4.52842 2.23064 3.60855  0.1597
H 0.84673 -0.42672 2.80134  0.0354
H 2.52461 0.83991 5.24711  0.1198
H 1.93234 -0.92644 5.07167  -0.0014
H 3.04301 -0.89933 4.01785  0.1510
H -1.11717 1.40197 4.49242  0.0961
H 0.27788 2.44324 4.60380  0.1053
H -0.81717 1.86170 2.97436  0.0356
Te -2.49335 0.66934 0.98783  0.1168
C -1.00527 0.17880 -2.26648  -0.2311
C -1.15667 -0.52926 -3.21799  -0.2059
C -1.65757 -1.40974 -4.27882  -0.1767
C -0.92927 -1.13147 -5.50957  -0.1381
C -0.07539 -0.05042 -5.70889  -0.0873
C 0.62704 0.30770 -6.82424  -0.0687
C 0.60977 -0.57644 -7.99474  -0.1623
C -0.07400 -1.66025 -7.87133  -0.2393
C -0.90656 -2.00704 -6.81148  -0.0295
C -2.52495 -2.39379 -3.75076  -0.1818
C -2.67728 -3.60335 -4.42307  -0.0673
C -3.42276 -4.63905 -3.91134  -0.1615
C -4.14539 -4.55263 -2.78785  -0.1954
C -4.03035 -3.33665 -2.09834  -0.1192
C -3.16129 -2.29346 -2.43055  -0.0264
H 0.04698 0.50395 -4.68400  0.1184
H 1.10822 1.14705 -6.94448  0.0284
H 0.92812 -0.03671 -8.86151  0.0774
H -0.20784 -2.47471 -8.70919  0.1194
H -1.74505 -2.74255 -7.00090  0.0860
H -2.30189 -3.55245 -5.30988  0.0075
H -3.59360 -5.64674 -4.50630  0.1264
H -4.68713 -5.40413 -2.30821  0.0943
H -4.38453 -3.13371 -0.88781  0.1565
H -2.97912 -1.54269 -1.79759  0.0207

* E_HOMO: -0.848 eV
* spin multiplicity: 1
* DFT total energy: -104690.1706 eV
* orbital gap: 4.1 eV
* total charge: -2

***

(2)
The following is a DFT calculation (ωB97M-V/def2-TZVPD) of a molecular structure, C52H60N8OPS3SbSeZr.

Each line ends with the Löwdin charge.
Atoms and positions in Å:
Zr -0.52418 -0.25076 0.20555  1.4376
C -0.28882 3.27850 3.04916  0.0044
C -0.61985 1.97120 2.39623  -0.2364
N -0.59855 1.83589 1.09232  -0.1246
N -0.42393 3.04048 0.40571  -0.0263
C -0.34271 2.94911 -0.86458  -1.0251
S -0.31679 1.44872 -1.78667  0.5480
S -0.20201 4.36991 -1.87637  0.9232
C -1.07608 5.67027 -0.93627  -0.3897
C -0.35618 6.29245 0.22435  -0.2978
C 0.81694 7.01500 0.02739  -0.0469
C 1.45122 7.62768 1.09566  -0.0673
C 0.90990 7.53685 2.37282  -0.0738
C -0.26602 6.83049 2.57331  -0.0814
C -0.89213 6.20520 1.50228  -0.0838
C -1.07546 0.87435 3.24921  -0.1448
C -0.83249 0.92628 4.63533  -0.0460
C -1.41171 0.02711 5.49653  -0.0589
C -2.30634 -0.92283 4.99181  -0.0342
C -2.57257 -0.99474 3.64160  -0.0040
C -1.92754 -0.13489 2.74928  -0.3481
O -2.11086 -0.28541 1.43311  -0.3623
H -0.40472 4.10483 2.35770  0.0380
H 0.75679 3.26154 3.37483  0.1093
H -0.90662 3.43797 3.92872  0.1013
H -2.04302 5.26420 -0.64349  0.0820
H -1.24419 6.40310 -1.72837  0.0875
H 1.23325 7.10385 -0.96985  0.1145
H 2.35949 8.19203 0.93150  0.1095
H 1.39548 8.03089 3.20365  0.1084
H -0.70341 6.77470 3.56197  0.1106
H -1.81841 5.66248 1.65753  0.1159
H -0.16448 1.68146 5.02673  0.1185
H -1.20307 0.07141 6.55593  0.1175
H -2.79735 -1.61103 5.66780  0.1227
H -3.26018 -1.73035 3.24313  0.1228
C 1.83064 0.80696 -4.43825  -0.1644
P 2.14068 0.32833 -2.71786  0.9096
C 3.04345 1.72730 -2.01726  -0.1688
C 3.29058 -1.02998 -2.76354  -0.2841
C 4.46129 -1.31458 -2.20872  -0.0498
C 4.83673 -2.72044 -2.01686  -0.0605
C 3.94726 -3.68977 -2.22101  -0.0225
C 2.51938 -3.48137 -2.68681  -0.2440
C 2.22093 -2.03654 -3.11255  -0.2148
H 1.20009 0.07876 -4.94498  0.0638
H 2.78988 0.87380 -4.95156  0.0766
H 1.33702 1.77729 -4.46432  0.0571
H 3.85306 1.88039 -2.73617  0.0799
H 3.46875 1.48846 -1.04786  0.0330
H 2.43923 2.62945 -1.95168  0.0369
H 5.12610 -0.53366 -1.85420  0.1123
H 5.83871 -2.95516 -1.68199  0.1111
H 4.22895 -4.72200 -2.04460  0.1255
H 2.37281 -4.13346 -3.54888  0.1517
H 2.05837 -2.01134 -4.19170  0.1488
N 9.54943 -3.85495 1.93831  0.1940
C 8.58715 -3.23754 1.83938  -0.1631
C 7.37620 -2.46878 1.71331  -0.2090
C 6.14127 -3.10097 1.82859  0.0020
C 4.97620 -2.36343 1.71364  -0.0036
C 5.05792 -1.00083 1.47224  -0.1893
C 6.28120 -0.36047 1.35037  0.0037
C 7.44554 -1.09812 1.47735  0.0058
N 3.85365 -0.24022 1.32710  0.0070
C 3.62234 1.05536 1.74933  -0.0088
C 2.35487 1.35350 1.36895  -0.1117
N 1.79904 0.26477 0.71193  -0.0450
C 2.73491 -0.67147 0.72756  -0.2231
H 6.09804 -4.16411 2.01983  0.1330
H 4.01488 -2.84822 1.82603  0.1055
H 6.33218 0.70016 1.14200  0.1224
H 8.40914 -0.61692 1.38464  0.1339
H 4.36280 1.62876 2.27850  0.1379
H 1.83714 2.29111 1.46857  0.1015
H 2.66144 -1.63008 0.24214  0.1276
Se 1.09779 -1.84570 3.23829  1.2355
N 0.00903 -1.93040 1.81000  -0.3367
C -0.77693 -2.99521 1.98508  -0.3766
C -1.80274 -3.42941 1.09497  -0.0552
C -2.50860 -4.54009 1.41671  -0.0191
C -2.26620 -5.28463 2.62134  -0.0323
C -1.30124 -4.91403 3.49115  0.0085
C -0.52471 -3.74917 3.18957  -0.3583
N 0.43795 -3.28823 3.96692  -0.1779
H -1.99847 -2.89766 0.17100  0.0698
H -3.27858 -4.89022 0.74105  0.1228
H -2.86947 -6.15914 2.82256  0.1203
H -1.09934 -5.46039 4.40159  0.1283
C -5.75685 -1.87597 -2.07638  -0.1178
C -4.61379 -1.84481 -1.06639  -0.5407
C -5.11929 -1.61662 0.35720  -0.1351
Sb -3.03481 -0.44060 -1.51809  1.5052
C -2.68484 -0.65614 -3.63433  -0.5657
C -2.57025 -2.13878 -3.98083  -0.1491
C -3.65991 0.07701 -4.54716  -0.1259
C -3.95765 1.51882 -1.35417  -0.5306
C -3.96166 2.03757 0.08267  -0.1368
C -5.37299 1.59686 -1.92207  -0.1289
H -6.45504 -2.67147 -1.80210  0.0912
H -5.41819 -2.07942 -3.09048  0.0542
H -6.31809 -0.94373 -2.08703  0.0631
H -4.09218 -2.80739 -1.10950  0.0704
H -5.74743 -0.72508 0.40877  0.0734
H -4.30786 -1.49739 1.07606  0.0364
H -5.73533 -2.46191 0.67468  0.0884
H -1.70275 -0.18795 -3.75309  0.0334
H -3.53774 -2.63889 -3.92745  0.0684
H -1.87753 -2.66875 -3.32551  -0.0023
H -2.20581 -2.25916 -5.00458  0.0898
H -4.66533 -0.34148 -4.49031  0.0712
H -3.32701 -0.02246 -5.58377  0.0882
H -3.71576 1.14312 -4.32603  0.0698
H -3.28339 2.13549 -1.95659  0.0666
H -4.58365 1.41407 0.72793  0.0752
H -4.38791 3.04515 0.10178  0.0884
H -2.97098 2.08437 0.52504  0.0321
H -6.08262 1.10053 -1.25834  0.0714
H -5.47855 1.16948 -2.91619  0.0525
H -5.67489 2.64607 -1.98015  0.0911
S -0.16896 -4.26287 -1.98130  0.8886
C 1.58104 -3.95246 -1.60357  -0.5074
C 0.71472 -3.01421 -0.87064  -0.5694
N 0.55494 -1.62878 -1.12895  -0.2449
C 1.02150 -1.25884 -2.45639  -0.3446
H 1.99492 -4.75042 -0.99368  0.1160
H 0.56972 -3.27883 0.16151  0.0637
H 0.18107 -1.11779 -3.14531  0.0830

* E_HOMO: -12.554 eV
* spin multiplicity: 1
* DFT total energy: -183813.2136 eV
* orbital gap: 6.5 eV
* total charge: +2